Entry 1:
92
Properties=species:S:1:pos:R:3:forces:R:3 method="wB97M-V/def2-TZVPD" lumo_ev=0.147 charge=0 e_above_lowest_kcal_mol=0.0 e_tot_ha=-2635.84806
K -0.13651 -0.76681 -0.27305 0.0 0.0 -0.1
C 0.23254 1.68168 4.23082 -0.8 0.8 0.3
C 0.83240 0.83340 3.17539 0.4 -0.3 -1.8
C 1.50156 -0.31634 3.81599 0.8 -0.6 1.7
O -0.18251 0.32393 2.28466 0.3 0.5 0.0
H -0.52292 1.08667 4.75088 0.2 -0.1 0.2
H -0.32667 2.50758 3.81738 0.0 0.5 -0.3
H 0.96740 2.08227 4.92847 0.0 -0.1 0.1
H 1.63584 1.30693 2.56955 -0.7 0.4 0.2
H 1.58669 -1.16907 3.15781 -0.2 -0.3 0.0
H 0.97188 -0.50602 4.77190 0.2 -0.7 -0.6
H 2.52805 -0.04420 4.11922 -0.3 0.0 -0.1
C -3.87422 1.19254 -1.65743 2.0 -0.8 -0.8
C -5.15741 1.54418 -1.06586 -2.8 0.4 0.5
O -5.24843 2.89092 -0.61571 0.8 -0.2 1.6
O -2.87099 0.59331 -0.80782 0.4 1.2 1.1
H -3.37059 2.05421 -2.12094 -0.5 -0.2 -0.3
H -4.09467 0.39948 -2.36058 0.2 0.0 -0.6
H -5.46266 0.73051 -0.34719 0.4 0.9 0.0
H -6.00303 1.52222 -1.81488 1.2 -0.2 0.3
H -4.71862 3.01646 0.21950 -0.6 -0.1 -0.9
H -2.38440 1.32198 -0.27944 -0.4 -0.4 -0.7
C -3.34030 -0.65235 2.39535 0.7 -0.9 2.4
C -4.15644 -1.66301 3.24791 -1.0 2.4 -0.1
O -3.50874 -2.87332 3.46746 1.4 -1.1 1.2
O -3.30627 -1.12582 1.09011 0.3 0.5 -0.4
H -2.34117 -0.70061 2.94384 -0.6 0.3 -1.1
H -3.69883 0.39002 2.54261 -0.2 -0.6 -0.4
H -5.10907 -1.86059 2.71329 0.5 -0.2 0.4
H -4.39710 -1.09064 4.17361 0.0 -0.7 -0.2
H -2.89855 -2.89062 4.26544 -1.3 0.5 -1.6
H -3.09786 -0.39852 0.44174 -0.4 -0.5 0.1
C -0.73440 -3.98942 1.48423 -0.2 0.6 1.6
C 0.61850 -4.28360 0.76050 -2.6 0.8 -0.1
O 1.29205 -3.07047 0.49765 1.9 0.4 1.8
O -1.25956 -2.81253 0.96294 -0.2 0.6 -1.3
H -0.56645 -3.72451 2.56677 0.4 -0.9 -0.6
H -1.49076 -4.80991 1.47403 0.8 0.2 -0.3
H 0.40932 -4.79007 -0.17769 0.1 0.2 -0.3
H 1.14364 -4.94559 1.37846 1.2 -1.0 0.9
H 1.93849 -2.88523 1.26474 -1.5 -0.4 -1.9
H -2.09782 -2.46383 1.32929 0.2 -0.6 -0.1
C 4.95589 0.80836 0.25807 -0.5 -0.7 0.2
C 3.46362 0.98446 0.25622 -1.5 0.6 -0.2
O 2.87114 -0.24706 0.68407 -0.2 0.4 -0.4
O 5.33318 -0.39073 -0.47381 -1.5 0.9 -0.9
H 5.14003 0.64767 1.30302 0.7 -0.4 0.5
H 5.51097 1.67151 -0.03222 0.3 0.6 -0.6
H 2.96816 1.35556 -0.66315 0.6 -0.5 -0.2
H 3.11060 1.73015 0.96516 0.5 0.2 0.4
H 3.51445 -0.88543 0.37521 0.2 -1.0 0.2
H 4.67558 -0.42049 -1.23266 1.4 -0.1 0.8
C 1.62621 3.32516 -3.00033 1.4 0.3 0.9
C 0.21271 3.17266 -2.46372 0.0 -0.2 1.6
O 0.19648 2.05575 -1.53865 -0.2 0.3 0.2
O 2.09659 2.01138 -3.35055 0.7 1.6 -1.6
H 2.34609 3.81261 -2.21759 -1.3 -1.0 -1.0
H 1.71995 4.00098 -3.89008 -0.4 -0.9 0.6
H -0.48407 2.97829 -3.28414 -0.1 0.1 0.0
H -0.05882 4.06852 -1.87808 -0.1 -0.1 -0.7
H -0.40422 2.18800 -0.65978 0.4 0.2 -1.1
H 1.84464 1.39161 -2.68789 -0.6 -0.5 1.2
C 3.83655 -3.86127 -1.05142 1.2 -0.7 0.0
C 3.91621 -3.12668 -2.37156 0.0 0.5 0.6
O 3.07166 -1.98463 -2.35326 0.0 0.4 0.7
O 4.18333 -3.01229 0.04692 0.4 0.3 -0.1
H 4.55216 -4.71921 -1.03871 -0.7 0.3 -0.3
H 2.81779 -4.19205 -0.89382 0.0 -0.1 0.2
H 3.56601 -3.69895 -3.19011 -0.2 -1.1 -0.8
H 4.92896 -2.82650 -2.57960 0.6 0.2 -0.1
H 2.89893 -1.83444 -1.40859 -0.2 0.2 -0.2
H 5.13439 -2.76971 -0.00862 -0.9 -0.1 0.0
C -0.31508 -0.27503 -4.38541 -0.5 -2.0 -0.4
C -0.40190 -1.77871 -4.02493 1.7 0.4 0.5
O 0.30641 -2.16774 -2.78241 -1.1 0.5 -0.8
O 0.92051 0.01318 -4.94329 0.8 0.9 0.2
H -0.55450 0.28466 -3.47962 0.0 0.3 0.0
H -1.08734 -0.14510 -5.17203 -0.1 0.2 0.5
H -0.02917 -2.42546 -4.84651 -0.4 0.5 0.3
H -1.44942 -1.90393 -3.85876 -0.7 -0.8 0.3
H 1.25103 -2.34542 -2.91691 -0.2 0.4 -0.4
H 1.15873 0.91356 -4.65363 0.4 -0.4 -0.2
C -2.57817 4.39576 0.73815 1.6 -0.4 0.8
C -1.21802 3.69273 0.84729 1.1 0.7 -1.3
O -1.26993 2.30154 0.54571 0.0 0.7 0.3
O -3.40107 3.67922 1.63932 -1.3 0.1 -0.2
H -2.89537 4.39888 -0.30339 -0.5 -0.1 0.0
H -2.47000 5.42211 1.12206 -0.1 -0.2 -0.3
H -0.84705 3.89236 1.86727 0.0 -0.3 -0.1
H -0.50450 4.24342 0.13954 -0.6 -0.7 0.8
H -0.51614 1.08154 1.74751 -0.2 0.1 0.2
H -2.94563 2.84395 1.77879 0.0 -0.4 0.0


Entry 2:
109
Properties=species:S:1:pos:R:3:forces:R:3 method="wB97M-V/def2-TZVPD" lumo_ev=-2.372 charge=0 smiles="NP(O)[C@H]1CC(=O)O[C@H]1PP(=O)(O)O.COP(=O)(OC)OC.COP(=O)(OC)OC.COP(=O)(OC)OC.COP(=O)(OC)OC.COP(=O)(OC)OC" e_tot_ha=-5498.54196
N 3.28532 3.67121 -0.36865 -0.2 0.4 -0.9
P 4.74624 3.69359 -1.27473 1.7 1.2 1.0
O 4.34570 4.66918 -2.60426 -0.3 -1.3 0.5
C 5.14431 2.03218 -2.03247 -0.2 -1.1 -0.6
C 6.43934 1.27364 -1.55250 -0.8 -0.6 -0.6
C 6.23559 0.03396 -2.50894 -1.6 2.7 3.6
O 6.92513 -0.40440 -3.32862 1.3 -1.6 -1.7
O 4.94743 -0.37081 -2.15112 0.6 -0.2 -1.1
C 4.13697 0.83885 -2.06481 -0.4 -1.2 -1.2
P 2.94167 0.52199 -0.65333 0.4 1.2 1.5
P 0.97497 0.87609 -1.53426 -0.4 -0.7 -0.4
O 0.22668 -0.38419 -1.51380 -0.3 0.1 -0.1
O 1.06306 1.47965 -3.06978 0.3 0.3 1.6
O 0.25793 2.04929 -0.64178 0.8 -0.2 -1.4
H 2.64096 4.40373 -0.67547 0.0 -0.4 -0.2
H 3.49729 3.90311 0.60019 0.1 -0.3 -0.2
H 4.92485 4.39264 -3.33050 -0.2 0.3 0.0
H 5.38351 2.19928 -3.11374 -0.4 0.4 0.6
H 7.39844 1.79315 -1.66995 -0.5 -0.1 0.1
H 6.28260 0.80866 -0.56305 0.4 0.7 -0.1
H 3.60559 0.81648 -3.03913 0.0 0.4 0.7
H 2.93975 -0.86998 -0.37129 -0.1 0.1 -1.0
H 1.52446 2.33765 -3.03732 -0.2 -0.2 -0.3
H -0.31340 2.57479 -1.22867 0.0 -0.1 0.4
C 3.22189 -4.49066 0.45751 0.4 -0.3 -0.1
O 2.33581 -3.77487 1.31164 -2.8 1.4 1.8
P 2.99809 -2.97206 2.63537 7.9 -1.5 -2.1
O 4.01420 -2.15970 1.89012 -1.1 0.3 0.3
O 3.64363 -4.36850 3.22066 -0.9 0.0 0.3
C 2.80160 -5.50038 3.45065 0.2 -0.2 0.1
O 3.26757 -2.22725 4.13544 -3.5 0.1 -0.9
C 2.12384 -2.15093 5.00954 -0.1 -0.2 0.3
H 3.14344 -4.07099 -0.54540 -0.1 0.1 0.1
H 4.25777 -4.44486 0.78672 -0.1 0.1 0.0
H 2.90635 -5.53551 0.42768 -0.1 0.0 0.0
H 3.21300 -6.35651 2.91241 0.0 0.0 0.0
H 1.77939 -5.33039 3.11152 0.0 -0.1 0.0
H 2.79035 -5.72499 4.51790 0.0 0.1 0.0
H 1.78080 -3.15437 5.27508 0.0 0.1 0.2
H 1.31486 -1.59890 4.52619 0.0 0.1 0.1
H 2.41530 -1.62609 5.91664 0.1 0.0 -0.1
C -5.71361 0.34425 -3.79387 -0.1 0.0 0.5
O -4.83335 -0.19348 -4.77299 2.2 -0.8 -2.1
P -4.41128 -1.82583 -4.65068 -5.3 -2.0 6.3
O -5.79989 -2.38818 -4.61414 0.8 0.2 -0.9
O -3.80657 -1.62734 -3.14039 0.6 0.3 -0.8
C -2.79589 -0.63397 -2.90616 0.2 -0.1 0.2
O -3.63527 -3.33339 -4.78932 1.1 2.3 -2.5
C -2.39592 -3.33956 -5.51968 0.3 -0.1 0.1
H -6.60290 0.71984 -4.30146 0.0 -0.1 -0.1
H -6.00902 -0.38446 -3.04229 0.0 -0.1 -0.1
H -5.21204 1.17873 -3.29800 0.1 0.0 -0.1
H -3.13317 0.02393 -2.10322 0.0 0.0 0.0
H -2.59718 -0.03250 -3.79483 0.0 0.1 0.1
H -1.87551 -1.12411 -2.59490 0.0 0.0 0.0
H -1.65185 -2.71514 -5.01690 0.1 -0.1 0.0
H -2.55222 -2.97728 -6.53769 0.1 -0.1 0.0
H -2.02759 -4.36239 -5.56384 -0.1 0.0 0.1
C 0.93174 -7.75180 7.29540 0.4 -0.3 -0.3
O 0.49869 -6.84640 8.30649 -1.5 1.7 2.9
P 1.30286 -5.37410 8.43899 4.6 -1.2 -6.9
O 1.13486 -4.92234 7.02076 -0.6 0.3 0.9
O 2.74656 -6.12919 8.67081 -0.5 0.1 0.9
C 2.88958 -7.09098 9.71892 0.2 -0.1 0.0
O 1.98494 -3.91349 8.98374 -2.8 -1.0 2.0
C 1.71621 -3.56146 10.35222 0.2 0.1 0.2
H 0.09392 -7.94097 6.62492 0.0 0.1 0.1
H 1.77471 -7.37423 6.72063 -0.1 0.1 0.1
H 1.22110 -8.69060 7.77122 0.0 0.0 0.1
H 3.26510 -8.02112 9.28999 0.0 0.0 0.0
H 1.94518 -7.29380 10.22510 0.0 -0.1 0.0
H 3.61272 -6.72102 10.44624 0.0 0.0 0.0
H 2.14014 -4.30821 11.03013 0.0 0.1 0.1
H 0.64068 -3.48095 10.52038 0.1 0.1 0.1
H 2.17639 -2.59710 10.55630 0.0 -0.1 -0.1
C -4.63011 1.40063 -6.83547 -0.2 0.2 0.3
O -4.09015 2.04401 -7.99554 0.7 1.6 -3.4
P -2.86132 3.16235 -7.76493 1.0 -1.8 8.0
O -1.92192 2.28673 -6.99346 -0.1 0.4 -1.1
O -3.78851 4.08771 -6.76628 -0.2 0.3 -1.0
C -5.06653 4.54896 -7.20681 -0.1 0.1 0.2
O -1.75819 4.44589 -7.95309 -1.5 -0.9 -3.1
C -1.89732 5.22410 -9.15323 0.0 0.3 0.0
H -4.48075 0.33220 -6.93913 0.1 0.1 -0.2
H -4.17505 1.74100 -5.91232 0.2 0.0 -0.2
H -5.70275 1.60218 -6.79539 0.0 0.0 -0.1
H -5.81793 4.24579 -6.47593 0.0 0.0 0.0
H -5.33964 4.14087 -8.18059 -0.1 0.0 0.1
H -5.05212 5.63801 -7.26685 0.0 0.0 0.0
H -2.87246 5.72013 -9.17785 0.0 0.1 -0.1
H -1.78634 4.58863 -10.03418 0.1 0.1 -0.1
H -1.11560 5.98087 -9.16601 0.0 -0.1 0.1
C -1.39110 2.81089 1.89721 0.0 -0.6 0.5
O -1.68896 4.09464 1.34360 -1.2 2.9 -2.0
P -1.51909 5.43935 2.33966 3.7 -4.1 6.2
O -0.09767 5.21249 2.75324 -0.6 0.7 -0.9
O -2.57931 4.84417 3.44826 -0.5 0.5 -0.8
C -3.89124 4.45138 3.04062 -0.1 -0.1 0.2
O -1.63786 6.98870 3.03504 -1.1 0.0 -3.4
C -2.51972 7.91058 2.37329 -0.2 0.1 0.2
H -0.58644 2.36514 1.31655 -0.1 0.2 0.1
H -1.09771 2.85341 2.94406 0.0 0.2 -0.1
H -2.27823 2.18009 1.80804 -0.1 0.1 -0.1
H -4.06129 3.42138 3.35750 0.0 0.0 0.0
H -4.02353 4.51242 1.95974 0.0 -0.1 0.0
H -4.62424 5.09572 3.52739 0.0 0.0 0.0
H -3.54940 7.54095 2.39765 0.0 0.1 0.0
H -2.20745 8.05965 1.33763 -0.1 0.1 0.0
H -2.47447 8.86479 2.89402 0.1 -0.1 0.1


Entry 3:
86
Properties=species:S:1:pos:R:3:forces:R:3 method="wB97M-V/def2-TZVPD" lumo_ev=0.180 charge=0 e_above_lowest_kcal_mol=168.6 smiles="NC(N)=O.CC(C)O.CC(C)O.CC(C)O.CC(C)O.CC(C)O.CO.CO.CO" e_tot_ha=-1543.86892
N -3.47343 2.09416 1.62043 -0.6 4.6 6.5
C -3.89942 1.64931 0.53895 -11.9 -1.4 -2.7
N -3.04418 1.15776 -0.20294 2.2 -2.5 -5.0
O -5.25025 1.52245 0.22088 5.8 1.0 1.4
H -4.22420 2.74529 1.93348 1.0 -0.8 0.6
H -2.55400 2.51850 1.62559 0.2 -0.1 0.2
H -2.12629 1.09574 0.06635 2.9 -0.1 0.5
H -3.37912 0.80491 -1.04380 -0.3 -0.5 -1.8
C 4.43489 2.22286 2.04904 -1.3 -0.4 -0.5
C 3.93818 0.81595 2.45014 -5.4 5.5 -0.5
C 2.74357 0.40926 1.58916 -1.1 0.9 -0.8
O 4.80434 -0.11166 2.39817 5.5 -5.3 0.9
H 4.82182 2.36325 1.07277 0.4 -0.8 -1.5
H 5.26688 2.49835 2.62856 0.7 0.8 1.4
H 3.58857 2.91649 1.99596 0.2 0.2 0.9
H 3.60998 0.93332 3.48092 -0.6 0.3 0.3
H 2.38644 -0.59322 1.85759 0.2 0.3 -0.2
H 3.06475 0.46124 0.51943 -0.2 -0.5 0.7
H 1.85194 1.09093 1.63830 1.0 -0.5 0.3
H 4.97508 -0.35031 3.32449 0.6 -0.4 -0.9
C -0.73558 -2.90608 -1.94249 2.5 0.6 -1.8
C -1.92505 -2.38318 -2.72129 7.2 4.0 -3.2
C -1.71018 -2.47777 -4.27286 1.0 0.1 0.0
O -2.98536 -2.92647 -2.37521 -7.7 -4.3 2.4
H 0.16973 -2.21183 -2.06877 -1.1 -1.0 0.3
H -0.39693 -3.91659 -2.18796 -0.2 0.1 -0.5
H -0.96948 -2.99962 -0.92867 -0.5 0.3 1.8
H -1.95928 -1.29639 -2.49897 0.2 0.4 -0.1
H -0.84053 -1.91894 -4.69591 -0.5 0.0 0.8
H -2.55820 -2.15740 -4.85943 -0.5 0.2 0.2
H -1.48221 -3.48545 -4.59827 -0.2 -0.6 0.3
H -3.12093 -2.81488 -1.41403 -0.4 0.1 -0.5
C -0.09750 4.00831 -1.58659 -0.2 0.2 -1.2
C 1.38170 3.58988 -1.31249 -0.9 6.9 -3.5
C 2.30637 4.61831 -0.67836 0.4 1.1 0.7
O 1.56970 2.57622 -0.60445 0.4 -9.1 5.4
H -0.08787 4.62402 -2.57687 -0.1 -0.8 1.9
H -0.52213 4.62104 -0.75564 0.2 -0.6 -0.7
H -0.78274 3.11674 -1.83054 1.1 1.2 0.7
H 1.78936 3.33457 -2.24714 0.4 0.5 -2.2
H 2.36744 5.51247 -1.25078 0.0 1.1 -0.2
H 3.33523 4.25607 -0.56512 0.0 -0.4 -0.7
H 2.13330 4.81976 0.40317 -0.8 0.1 -0.7
H 2.44366 2.21939 -0.83488 -0.5 -0.3 0.6
C 0.90356 -3.67477 1.29666 0.5 -1.1 -0.3
C 1.81918 -3.22112 0.13411 0.6 3.7 5.6
C 3.21636 -3.01377 0.74433 2.0 -1.3 0.2
O 1.77641 -4.09596 -0.79830 0.0 -3.4 -5.2
H 1.22920 -4.70017 1.73827 -0.6 1.7 -1.0
H -0.15273 -3.64290 1.07194 -0.2 -0.5 -0.4
H 1.00833 -2.96010 2.04296 0.2 1.2 1.9
H 1.63836 -2.22481 -0.24929 -1.0 0.2 -0.2
H 3.34317 -2.29317 1.59103 -0.5 -1.0 -0.6
H 4.02596 -2.73717 0.05101 -0.7 0.5 -0.5
H 3.62276 -4.04388 0.99186 -0.6 0.8 0.6
H 2.40561 -4.76404 -0.57929 0.6 -1.1 -0.1
C -2.54802 -2.03225 1.70323 -0.5 -0.8 0.3
C -3.96391 -2.10543 1.07212 -0.3 -3.9 8.3
C -5.12097 -1.53639 1.88578 0.3 -2.1 1.4
O -3.88913 -1.62862 -0.07197 0.1 2.8 -9.1
H -1.98646 -1.20840 1.28776 0.1 0.2 -0.2
H -2.12759 -3.01208 1.37098 0.4 1.0 0.8
H -2.58100 -1.88044 2.77650 0.3 -0.5 0.3
H -4.10631 -3.20597 1.07486 -0.4 0.3 -0.6
H -5.12102 -0.51877 1.79644 -0.4 2.9 -0.7
H -4.90774 -1.65655 2.94046 0.0 -0.5 0.5
H -6.12117 -1.96192 1.71437 0.5 0.2 -0.4
H -3.69061 -0.68192 -0.04751 -0.2 -0.1 0.0
C -0.04117 3.04444 2.53201 -0.2 -0.5 0.7
O -1.13221 3.44950 1.68530 1.1 1.3 0.1
H -0.15214 3.54564 3.47109 0.3 0.7 0.6
H 0.96535 3.20611 2.12339 -0.4 0.1 -0.2
H -0.14016 1.99733 2.85449 -0.2 0.1 -0.9
H -1.15568 4.43869 1.72174 -0.1 -1.3 -0.2
C 1.15785 0.32553 -3.43325 1.4 0.1 0.8
O 2.38491 -0.30253 -3.01643 -0.3 -0.4 -0.7
H 1.21268 0.78870 -4.37517 0.3 0.3 -1.5
H 0.91977 1.10951 -2.75477 0.3 0.8 0.9
H 0.29901 -0.26280 -3.36562 -1.2 -1.7 -0.2
H 2.63900 -1.02357 -3.64043 -0.5 0.9 0.7
C -0.09414 -0.24894 -0.19363 1.2 -0.2 -2.5
O -0.45813 0.86189 0.52145 -2.1 -1.0 1.7
H -0.04793 -1.14732 0.36784 0.7 -0.6 1.0
H 0.78979 -0.05917 -0.87192 -0.4 -0.4 1.2
H -0.83882 -0.48812 -0.91284 -1.1 0.0 -0.8
H 0.16172 1.51893 0.38852 2.1 2.4 -0.6